Below is a structure of composition C16H11CuI2N5OS, with properties calculated with ωB97M-V/def2-TZVPD.

Positions of all 37 atoms, in Å:
Cu: 0.032 -0.712 0.024
N: 1.870 -1.536 3.859
C: 1.000 -1.481 2.800
S: 1.309 -2.430 1.415
N: -0.054 -0.695 3.019
N: -0.756 -0.478 1.897
C: -2.012 -0.228 1.991
C: -2.762 -0.137 0.742
C: -4.101 0.261 0.716
C: -4.784 0.262 -0.483
C: -4.118 -0.122 -1.640
C: -2.787 -0.483 -1.532
N: -2.121 -0.506 -0.380
H: 2.464 -2.345 3.901
H: 1.534 -1.153 4.727
H: -2.515 -0.183 2.954
H: -4.580 0.564 1.638
H: -5.824 0.563 -0.521
H: -4.612 -0.137 -2.602
H: -2.216 -0.761 -2.411
I: 4.178 -1.319 -2.660
C: 2.677 0.034 -3.170
C: 2.686 0.625 -4.434
C: 1.709 1.512 -4.805
I: 1.793 2.329 -6.737
C: 0.677 1.864 -3.901
C: -0.362 2.780 -4.176
C: -1.281 3.084 -3.213
C: -1.170 2.468 -1.953
N: -0.239 1.596 -1.668
C: 0.675 1.270 -2.609
C: 1.675 0.272 -2.209
O: 1.643 -0.295 -1.084
H: 3.478 0.374 -5.127
H: -0.419 3.237 -5.156
H: -2.086 3.781 -3.410
H: -1.880 2.698 -1.163

E_LUMO   0.08404 Eh
Charge   -1